# 1
Below is C3H4KO4 as an isolated structure, with properties calculated with wB97M-V/def2-TZVPD.

CARTESIAN COORDINATES (ANGSTROEM)
O -0.600763 -1.582850 -0.241048
C 0.429599 -0.956837 0.020086
C -1.816912 0.685315 -0.966554
O 1.627001 -1.303441 0.003321
O 0.320463 0.456776 0.092805
C -0.880512 1.131415 -0.105703
H -2.866060 0.918041 -0.747253
H -1.543394 0.297627 -1.949323
H -1.128083 1.689340 0.801675
K 2.912445 0.770668 0.180849
O -5.635891 0.237584 0.141912
H -6.539315 0.556924 0.213781

Cartesian forces (eV/Å) of the 3 atoms listed first:
1.41 0.38 1.09
-2.45 -1.43 -2.61
0.47 1.76 0.12

The value obtained for the LUMO energy is 0.6828 eV. Its energy above the lowest of the compared OMol25 structures with the same formula, charge and spin is 254.7 kJ/mol. For the frontier orbital gap, the calculation gives 2.4 eV. Its HOMO energy is -1.678 eV. Its net charge is -1.

=====

# 2
Below is C3H4KO4 as an isolated structure, with properties calculated with wB97M-V/def2-TZVPD.

CARTESIAN COORDINATES (ANGSTROEM)
O -2.258462 0.215425 -0.314369
C -1.971489 -1.086888 -0.205164
C -0.569735 -1.541212 -0.112425
O 0.322855 -0.443968 0.191409
C 1.607382 -0.693646 0.431007
O 2.081710 -1.785706 0.603651
O 2.277880 0.441518 0.295356
H -1.571534 -2.010542 0.802900
H -0.119263 -2.158652 -0.896955
H 3.143005 0.268314 -0.098129
K -0.976550 1.797811 -0.573294
H -2.680767 -1.728138 -0.765163

Cartesian forces (eV/Å) of the 3 atoms listed first:
-1.67 -3.66 1.16
-1.20 1.06 -0.92
0.39 -0.65 -0.15

The value obtained for the LUMO energy (spin up / spin down) is -0.4583 / -0.4968 eV. Its energy above the lowest of the compared OMol25 structures with the same formula, charge and spin is 277.8 kJ/mol. For the frontier orbital gap (spin up / spin down), the calculation gives 4.5 / 7.5 eV. As for the spin multiplicity: 2. Its HOMO energy (spin up / spin down) is -4.995 / -8.020 eV.

=====

# 3
Below is C3H4LiNaO4 as an isolated structure, with properties calculated with wB97M-V/def2-TZVPD.

CARTESIAN COORDINATES (ANGSTROEM)
O 0.897625 0.426352 -0.454704
C -0.037310 1.460056 -0.183902
C 0.649312 -0.805898 -0.085631
O -1.062493 1.371489 -0.861338
O 0.290227 2.248226 0.697911
C 0.025129 -1.862295 -0.665507
Li -1.582207 1.961846 -2.509133
H -0.961421 -2.183788 -0.333067
H 0.058618 -1.855743 -1.757594
Na -0.777934 3.651872 1.984288
O 0.699926 -1.054218 1.311168
H 1.608356 -1.278513 1.620461
H 0.192171 -2.079386 1.237047

Cartesian forces (eV/Å) of the 3 atoms listed first:
2.64 -1.36 0.20
-0.68 0.65 1.20
-2.48 -0.65 -2.04

The value obtained for the LUMO energy is -7.4062 eV. Its energy above the lowest of the compared OMol25 structures with the same formula, charge and spin is 295.6 kJ/mol. For the frontier orbital gap, the calculation gives 9.8 eV. Its HOMO energy is -17.240 eV. Its net charge is +2.

=====

# 4
Below is C3H4LiO as an isolated structure, with properties calculated with wB97M-V/def2-TZVPD.

CARTESIAN COORDINATES (ANGSTROEM)
C -0.042257 -0.399862 -1.198946
C 0.603713 -0.650930 0.142195
C 0.227284 0.675891 -0.505498
H -0.176642 -0.870626 -2.168461
H 1.594143 -0.617279 0.617560
H 0.160393 -1.500396 0.685122
H -0.327416 1.604446 -0.339304
O -1.655685 1.295199 0.856958
Li -0.383533 0.463558 1.910373

Cartesian forces (eV/Å) of the 3 atoms listed first:
3.05 0.57 -0.45
0.87 -0.77 1.22
-3.12 -0.86 -0.53

The value obtained for the LUMO energy (spin up / spin down) is -0.4103 / -0.4282 eV. For the frontier orbital gap (spin up / spin down), the calculation gives 8.5 / 7.7 eV. As for the spin multiplicity: 2. Its HOMO energy (spin up / spin down) is -8.868 / -8.118 eV.

=====

Calculated molecular weight (g mol⁻¹), listed in the same order as above: 143.16, 143.16, 133.99, 63.01
Calculated total energy (eV), listed in the same order as above: -27689.3764, -27686.6349, -15970.2259, -5422.0085